(1)
78
Properties=species:S:1:pos:R:3:forces:R:3 method="wB97M-V/def2-TZVPD" orbital_gap_ev=9.1105 smiles="O=C(CCCCCBr)N1CCC(C[C@H]2CC(c3cccc(Br)c3)=NO2)(C(=O)NCC2CCCCC2)CC1" lumo_ev=0.55 charge=0
O -2.957 -1.276 1.566 -0.04 -0.12 0.27
C -2.813 -0.974 0.392 0.05 -0.46 -0.26
N -2.648 0.314 0.022 0.03 0.32 0.08
C -2.402 0.839 -1.299 0.16 0.04 -0.33
H -2.462 0.054 -2.048 -0.10 0.03 0.04
C -1.019 1.506 -1.369 -0.28 -0.18 -0.06
H -1.007 2.159 -2.241 0.04 -0.06 -0.02
H -0.246 0.757 -1.540 -0.02 0.02 -0.07
C -0.696 2.338 -0.112 0.07 0.40 0.10
C -2.017 2.620 0.637 0.05 -0.16 -0.02
C -2.721 1.334 1.059 -0.12 0.08 0.41
H -2.272 0.919 1.966 -0.09 0.09 -0.10
H -3.774 1.548 1.278 0.06 -0.06 0.09
H -2.669 3.211 -0.008 0.03 0.09 -0.05
H -1.808 3.209 1.531 -0.03 0.05 -0.03
C -0.084 3.701 -0.496 0.22 -0.26 -0.08
H 0.011 4.306 0.407 -0.04 0.07 -0.03
H -0.792 4.201 -1.161 -0.09 -0.02 0.04
C 1.298 3.685 -1.177 0.02 0.46 0.34
H 1.362 4.563 -1.833 0.04 -0.14 0.13
C 2.496 3.631 -0.216 -0.01 -0.07 -0.13
C 3.165 2.363 -0.680 -0.82 0.58 -0.19
N 2.554 1.812 -1.656 0.83 -0.60 0.27
O 1.465 2.531 -2.030 -0.56 0.33 -0.31
C 4.370 1.802 -0.103 0.59 -0.34 0.18
C 5.082 0.829 -0.808 0.04 0.05 0.08
C 6.229 0.299 -0.257 0.08 -0.17 -0.13
C 6.695 0.705 0.983 0.00 -0.04 0.00
C 5.985 1.669 1.678 0.08 -0.05 0.03
C 4.835 2.221 1.143 -0.19 -0.02 -0.24
H 4.285 2.961 1.702 -0.08 0.10 0.05
H 6.337 1.992 2.647 0.03 0.03 0.08
H 7.595 0.275 1.396 0.06 -0.03 0.01
Br 7.201 -1.026 -1.224 -0.11 0.16 0.11
H 4.721 0.510 -1.773 0.01 -0.06 -0.10
H 3.161 4.490 -0.319 0.03 0.00 -0.04
H 2.176 3.544 0.822 0.07 0.08 -0.08
C 0.197 1.642 0.932 -0.23 -0.12 -0.51
O 0.808 2.289 1.766 0.08 0.26 0.38
N 0.206 0.301 0.908 0.02 -0.43 -0.06
H -0.420 -0.184 0.288 0.02 0.23 -0.04
C 0.781 -0.503 1.962 0.26 -0.22 0.35
H -0.026 -0.870 2.610 0.07 0.07 0.01
C 1.575 -1.696 1.424 -0.19 0.41 -0.24
C 2.784 -1.250 0.602 0.10 -0.26 0.30
C 3.587 -2.461 0.137 -0.09 0.17 -0.27
C 2.713 -3.414 -0.672 0.12 -0.17 0.28
C 1.502 -3.853 0.146 -0.12 0.14 -0.35
C 0.699 -2.633 0.589 0.19 -0.23 0.40
H 0.349 -2.111 -0.304 -0.09 0.08 -0.12
H -0.173 -2.941 1.169 -0.12 0.03 -0.01
H 0.871 -4.518 -0.448 0.00 -0.08 0.05
H 1.837 -4.408 1.025 -0.01 -0.07 0.06
H 3.296 -4.286 -0.973 0.00 0.00 -0.10
H 2.374 -2.909 -1.579 -0.01 0.01 -0.10
H 4.432 -2.136 -0.471 0.11 -0.01 0.05
H 3.986 -2.987 1.008 0.09 -0.04 0.05
H 2.449 -0.674 -0.263 -0.03 0.09 -0.05
H 3.416 -0.596 1.209 0.01 0.10 -0.01
H 1.935 -2.253 2.296 -0.02 -0.01 0.02
H 1.428 0.156 2.546 -0.09 -0.10 -0.02
H -3.188 1.568 -1.524 0.01 -0.07 -0.10
C -2.857 -2.034 -0.697 -0.08 -0.02 -0.01
C -4.240 -2.045 -1.361 0.09 -0.08 0.13
C -5.326 -2.457 -0.363 -0.10 0.10 -0.22
C -6.739 -2.048 -0.803 0.17 0.06 0.12
C -7.224 -0.759 -0.164 -0.27 -0.24 -0.03
H -7.133 -0.798 0.921 -0.02 0.03 -0.09
H -8.256 -0.543 -0.441 0.13 0.03 0.07
Br -6.205 0.805 -0.717 0.03 0.19 0.00
H -7.453 -2.821 -0.506 -0.04 0.03 -0.04
H -6.781 -1.965 -1.892 -0.10 -0.02 0.01
H -5.107 -2.011 0.609 -0.04 -0.06 0.06
H -5.286 -3.539 -0.231 0.06 -0.01 0.06
H -4.232 -2.744 -2.201 -0.01 0.05 -0.03
H -4.454 -1.053 -1.758 -0.04 -0.04 -0.06
H -2.077 -1.884 -1.444 0.07 -0.01 -0.01
H -2.685 -2.997 -0.211 0.10 0.10 0.04

(2)
83
Properties=species:S:1:pos:R:3:forces:R:3 method="wB97M-V/def2-TZVPD" orbital_gap_ev=7.6162 lumo_ev=2.39 charge=-1
Sn 0.282 0.730 -0.870 -0.04 -0.10 0.19
N 2.342 3.793 0.105 -2.04 -0.01 -1.47
C 2.380 3.110 1.297 -1.35 -0.07 1.73
N 1.353 2.912 2.103 0.56 -0.34 -0.36
C 1.737 2.120 3.189 0.55 -0.33 -1.22
C 3.044 1.694 3.168 -0.85 0.78 1.25
S 3.860 2.491 1.892 0.80 -0.64 -0.24
C 0.768 1.569 4.143 0.77 0.34 1.46
C 1.018 1.481 5.489 1.38 0.85 -0.84
S -0.189 0.574 6.260 0.62 0.21 1.32
C -1.012 0.481 4.797 -0.42 -0.21 -0.57
N -0.403 1.017 3.782 -1.35 -0.32 -1.18
N -2.199 -0.200 4.778 -0.19 -0.20 -1.64
H 1.303 3.983 -0.190 2.70 -0.63 0.73
H 2.802 3.195 -0.604 -0.57 0.79 0.12
H 3.496 1.100 3.973 0.01 0.21 -0.86
H 1.898 1.953 5.917 -0.37 -0.38 0.37
H -2.829 0.147 5.447 -0.83 0.23 1.20
H -2.670 -0.180 3.852 0.42 -0.24 0.05
N 6.502 -3.927 -1.445 -0.85 0.39 -1.12
C 5.301 -3.369 -1.963 -0.49 0.42 -0.66
C 5.030 -3.210 -3.346 0.32 -0.57 0.32
C 3.830 -2.693 -3.810 -0.10 0.24 0.91
C 2.857 -2.282 -2.890 -0.27 0.58 -1.19
C 3.084 -2.451 -1.556 -0.02 -0.14 1.72
C 4.282 -2.965 -1.093 0.38 -0.53 0.01
S 1.271 -1.530 -3.300 2.12 0.59 -3.24
O 0.340 -2.284 -2.589 -2.22 -1.20 1.82
O 1.124 -1.496 -4.764 0.44 -0.09 1.43
N 1.294 -0.008 -2.739 -0.02 0.07 -0.31
C 1.739 1.038 -3.557 -0.38 -2.80 -0.40
S 2.098 0.834 -5.308 0.00 0.76 1.07
C 2.571 2.500 -5.303 -0.65 -0.42 2.92
C 2.404 3.040 -4.043 0.19 0.77 -1.25
N 1.924 2.194 -3.056 0.53 1.65 -0.45
H 7.338 -3.591 -1.926 -0.40 -0.16 0.54
H 6.477 -3.767 -0.457 0.70 0.04 0.39
H 5.716 -3.584 -4.104 0.17 0.10 0.26
H 3.677 -2.648 -4.866 -0.27 0.22 -0.46
H 2.342 -2.202 -0.779 0.31 0.06 -0.75
H 4.391 -3.098 -0.022 0.14 0.13 -0.01
H 3.103 2.920 -6.088 0.51 0.83 -1.39
H 2.596 4.116 -3.831 -0.08 -1.08 0.06
C -3.106 2.719 -0.498 -0.72 2.00 1.52
C -2.902 2.955 1.015 -0.99 -0.75 0.59
N -2.517 1.645 1.550 -0.46 0.29 -0.20
C -3.409 0.630 1.322 0.53 -0.91 0.66
N -3.291 -0.430 2.067 -0.63 0.33 -0.66
C -4.095 -1.593 1.726 0.79 -0.79 0.99
C -4.563 -1.652 0.287 -1.95 -0.45 0.55
C -5.188 -0.351 -0.164 0.98 0.19 1.19
N -4.362 0.784 0.331 -0.31 -0.58 0.15
C -4.277 1.796 -0.661 -1.10 3.19 0.11
H -2.212 2.302 -0.809 1.71 -1.08 -0.80
H -3.192 3.654 -1.088 -0.40 -0.45 0.38
H -3.842 3.323 1.573 1.14 -0.30 -0.98
H -2.091 3.599 1.249 0.60 0.84 -0.03
H -1.712 1.503 2.210 -1.10 0.05 -0.60
H -4.840 -1.727 2.521 -0.51 0.12 -0.46
H -3.423 -2.453 1.898 -0.24 0.05 -0.16
H -5.308 -2.462 0.067 0.68 0.44 0.51
H -3.718 -1.852 -0.308 1.18 -0.18 -0.80
H -6.239 -0.264 0.155 0.32 0.14 -0.18
H -5.072 -0.317 -1.237 -0.62 0.05 -0.35
H -5.199 2.546 -0.608 1.23 -1.86 -0.33
H -4.184 1.339 -1.620 -0.41 -0.14 -0.92
C -3.049 -0.830 -3.041 -0.48 0.13 0.52
C -1.985 -0.035 -2.263 -0.51 -0.93 0.14
O -1.608 1.022 -2.757 0.39 0.59 -0.15
O -1.483 -0.505 -1.160 -0.42 0.11 -0.53
H -2.543 -1.132 -3.967 -0.20 -0.19 0.24
H -3.861 -0.119 -3.337 0.65 -0.61 0.23
H -3.486 -1.709 -2.495 0.64 0.83 -0.57
N -0.689 -1.421 1.759 0.58 -0.54 0.48
C 0.617 -1.352 1.475 -0.61 0.49 0.18
O 1.011 -0.969 0.315 0.11 0.16 0.13
C 1.534 -1.664 2.533 1.22 0.97 -2.33
C 2.912 -1.367 2.207 -0.43 -1.19 1.06
N 4.053 -1.267 2.033 -0.37 0.26 -0.09
C 1.030 -2.325 3.640 -1.54 -1.43 2.38
N 0.378 -2.871 4.460 1.64 1.20 -1.56
H -1.446 -1.086 1.199 -0.03 0.17 -0.58
H -0.913 -1.570 2.729 -0.25 -0.01 0.03

(3)
26
Properties=species:S:1:pos:R:3:forces:R:3 method="wB97M-V/def2-TZVPD" orbital_gap_ev=11.9803 lumo_ev=-2.71 charge=+1
C 0.706 -0.391 -0.020 1.83 -0.54 0.34
C 0.811 0.168 1.356 1.10 -0.30 3.72
C 0.804 1.690 1.571 1.01 1.42 0.34
C -0.592 2.336 1.442 -1.83 -0.94 -1.34
N -0.699 -0.221 -0.546 1.48 -2.97 0.52
H 1.504 0.009 -0.702 -1.21 -0.25 0.42
H 0.954 -1.472 0.163 -0.65 0.86 -0.97
H -0.031 -0.316 1.996 1.25 0.77 -0.87
H 1.824 -0.167 1.916 -2.26 0.26 -1.76
H 1.143 1.911 2.650 -0.30 -0.47 -1.67
H 1.618 2.149 0.867 -1.56 -0.57 1.25
H -0.951 2.552 0.330 0.60 -0.80 2.11
H -0.828 3.268 1.929 0.90 0.63 0.19
H -1.336 1.673 2.028 0.84 0.55 -1.33
H -1.185 0.526 -0.114 -0.65 0.97 0.53
H -1.138 -1.143 -0.328 -0.64 1.03 -0.08
H -0.666 -0.127 -1.540 -0.45 0.44 -1.39
H -1.828 0.124 -3.849 -0.29 -0.12 -0.55
H -0.490 0.885 -3.842 1.16 0.77 -1.39
O -1.139 0.493 -3.307 -0.77 -0.70 2.02
H 4.181 -0.882 -0.425 2.44 0.91 -0.80
H 3.383 -2.172 -0.518 0.39 -1.41 -0.66
O 3.403 -1.301 -0.184 -2.57 0.42 1.44
H -3.537 -1.658 0.991 -0.49 -0.24 0.69
H -2.749 -3.005 0.698 -0.33 -0.74 0.70
O -2.933 -2.120 0.425 1.04 1.02 -1.43

(4)
20
Properties=species:S:1:pos:R:3:forces:R:3 method="wB97M-V/def2-TZVPD" multiplicity=2 orbital_gap_ev="8.4543 / 7.7426" lumo_ev="-5.49 / -6.18" s_squared=0.755 charge=+1
C -3.120 -1.513 -0.284 0.59 -0.49 0.50
C -2.801 -0.337 -0.844 0.62 0.14 -0.08
C -3.114 1.008 -0.247 -0.51 0.02 0.31
O -2.089 1.954 -0.438 0.72 -0.01 0.49
H -3.627 -1.562 0.685 0.05 0.02 -0.32
H -2.320 -0.317 -1.829 -0.19 0.03 0.25
H -2.940 -2.454 -0.810 -0.21 0.25 0.09
H -3.377 0.902 0.820 0.00 -0.01 -0.32
H -4.003 1.408 -0.759 0.17 -0.16 0.09
H -1.499 1.976 0.342 -0.47 -0.05 -0.63
Ag -0.454 -1.622 0.678 -0.39 0.69 -0.50
O 1.057 0.364 0.397 -0.72 -0.41 0.21
C 2.282 0.814 0.076 0.41 0.29 -0.06
C 3.312 -0.253 -0.242 -0.01 -0.28 -0.04
O 4.519 0.407 -0.528 -0.14 0.12 0.04
H 2.611 1.493 0.903 -0.02 -0.18 -0.16
H 2.166 1.564 -0.745 0.04 -0.19 0.12
H 2.958 -0.845 -1.103 0.03 0.10 0.18
H 3.412 -0.926 0.627 -0.06 0.12 -0.15
H 5.188 -0.235 -0.780 0.08 -0.01 -0.02

(5)
87
Properties=species:S:1:pos:R:3:forces:R:3 method="wB97M-V/def2-TZVPD" orbital_gap_ev=3.2065 lumo_ev=3.22 charge=-2
Tl 0.144 -0.714 0.278 0.16 -0.06 0.18
I -4.689 3.488 -6.171 -0.02 0.03 -0.03
C -3.579 2.292 -4.859 0.04 -0.04 0.00
C -2.642 1.405 -5.361 -0.03 0.03 0.00
C -1.919 0.622 -4.479 -0.03 -0.01 0.04
I -0.555 -0.769 -5.236 0.05 -0.02 0.01
C -2.068 0.671 -3.060 -0.02 0.06 0.04
O -1.399 -0.037 -2.248 0.02 -0.05 -0.17
C -3.071 1.599 -2.604 0.03 -0.01 -0.03
C -3.298 1.685 -1.115 -0.05 0.02 0.03
N -2.189 2.228 -0.340 0.06 -0.01 0.07
C -1.800 3.578 -0.694 0.01 0.02 -0.01
C -0.356 3.837 -0.329 -0.01 0.02 0.03
C 0.082 5.106 0.036 -0.03 -0.02 -0.01
C 1.421 5.290 0.337 0.02 0.02 0.01
C 2.281 4.206 0.273 -0.01 -0.01 0.03
C 1.757 2.975 -0.094 0.03 -0.01 0.03
N 0.471 2.798 -0.394 0.00 -0.03 -0.03
C -3.790 2.379 -3.486 -0.01 0.01 0.04
H -2.477 1.318 -6.426 0.00 0.00 0.00
H -4.197 2.281 -0.921 0.01 0.02 0.01
H -3.483 0.681 -0.723 0.00 -0.01 -0.02
H -1.378 1.629 -0.472 -0.03 -0.02 -0.04
H -1.915 3.778 -1.773 0.03 -0.01 -0.01
H -2.428 4.307 -0.169 -0.04 -0.01 -0.03
H -0.625 5.925 0.095 0.00 0.00 0.00
H 1.786 6.266 0.637 0.00 0.00 0.00
H 3.328 4.291 0.531 0.01 -0.01 0.02
H 2.385 2.092 -0.127 0.01 -0.03 0.02
H -4.531 3.067 -3.093 0.00 0.00 0.00
N 2.585 -0.258 -3.276 -0.01 0.07 0.06
C 3.632 -0.307 -2.427 -0.13 0.12 -0.04
N 4.859 -0.176 -3.038 0.01 -0.03 0.00
S 3.474 -0.464 -0.787 0.11 -0.07 0.05
H 2.683 0.179 -4.178 -0.02 -0.05 -0.02
H 1.660 -0.261 -2.875 -0.06 -0.03 -0.02
H 4.942 -0.556 -3.969 0.00 0.00 0.00
H 5.629 -0.383 -2.424 0.00 0.00 0.00
C -1.823 -2.444 2.777 -0.03 0.00 0.03
C -2.474 -2.708 4.160 0.00 -0.01 0.00
N -2.752 -1.441 4.848 0.01 0.00 -0.01
C -3.593 -0.610 3.981 0.00 0.00 -0.01
C -2.864 -0.306 2.642 -0.02 0.02 -0.05
N -1.585 -1.007 2.617 0.07 -0.07 -0.02
C -0.744 -0.521 3.717 -0.02 0.04 0.00
C -1.475 -0.745 5.065 0.00 0.01 0.01
H -2.462 -2.765 1.954 0.01 0.01 0.00
H -0.872 -2.964 2.672 0.02 0.00 0.01
H -1.813 -3.297 4.801 0.00 0.00 0.00
H -3.415 -3.257 4.061 0.00 0.01 0.00
H -3.830 0.311 4.520 0.00 0.00 0.00
H -4.532 -1.144 3.810 0.00 0.00 0.00
H -2.673 0.761 2.513 0.00 0.00 0.00
H -3.450 -0.638 1.781 0.00 -0.01 0.00
H -0.525 0.534 3.546 -0.02 0.01 0.00
H 0.216 -1.035 3.677 0.00 -0.02 0.01
H -1.690 0.203 5.564 0.00 0.00 0.00
H -0.870 -1.346 5.748 -0.01 0.00 0.00
N -2.337 -2.359 -0.683 -0.04 0.04 -0.01
H -1.938 -3.219 -1.040 0.01 0.00 0.01
H -2.147 -1.627 -1.373 0.00 0.00 -0.01
H -3.342 -2.481 -0.626 0.00 0.00 -0.02
F 6.716 3.014 5.427 0.00 -0.01 0.00
C 5.670 2.411 4.738 -0.01 0.00 -0.01
C 4.560 3.154 4.382 0.00 0.00 0.00
C 3.518 2.558 3.696 0.00 0.02 -0.02
C 3.522 1.169 3.317 0.01 0.01 -0.01
C 2.478 0.568 2.630 -0.01 0.08 -0.04
C 4.709 0.462 3.725 0.01 0.00 0.00
C 5.742 1.067 4.411 0.00 -0.01 0.00
H 4.514 4.205 4.650 0.00 0.00 0.00
H 2.650 3.158 3.440 -0.01 0.01 -0.02
H 1.632 1.162 2.299 -0.04 -0.02 0.05
H 2.509 -0.484 2.364 0.02 0.01 0.01
H 4.788 -0.591 3.474 0.00 0.00 0.00
H 6.620 0.495 4.697 0.00 0.00 0.00
Cl 1.815 -3.358 3.180 -0.01 -0.02 -0.06
C 1.907 -3.952 1.521 0.03 0.06 0.10
C 1.273 -3.240 0.523 -0.06 0.05 -0.12
C 1.433 -3.765 -0.744 -0.07 0.03 -0.09
Cl 0.647 -2.936 -2.100 0.06 -0.06 0.03
C 2.170 -4.906 -1.043 0.01 -0.01 0.02
Cl 2.345 -5.488 -2.669 0.00 0.00 0.01
C 2.781 -5.592 0.004 0.00 0.00 0.00
Cl 3.699 -7.027 -0.312 0.00 0.00 0.00
C 2.646 -5.114 1.304 0.01 -0.01 -0.01
Cl 3.401 -5.975 2.608 0.00 0.00 0.00

(6)
19
Properties=species:S:1:pos:R:3:forces:R:3 method="wB97M-V/def2-TZVPD" orbital_gap_ev=10.0736 lumo_ev=0.49 charge=0
C -2.455 -0.717 -0.597 4.89 10.86 1.18
C -0.922 -0.130 -0.475 -2.86 -2.87 5.54
C -0.689 0.868 0.651 -3.25 1.44 3.05
C 0.867 -0.857 0.783 3.24 7.57 -7.92
C 2.223 -0.349 0.153 3.19 -3.18 -2.09
C 1.738 1.034 0.425 3.30 7.12 -1.49
H -2.310 -0.758 -2.411 -0.69 -1.94 1.15
H -2.999 0.580 -0.263 0.41 -3.28 -1.69
H -2.770 -1.217 0.133 -2.06 -4.00 6.55
H -0.793 0.333 -1.339 1.50 1.52 -4.38
H -0.855 1.911 0.408 0.29 0.06 -0.55
H -1.707 0.790 1.550 3.46 -0.32 -2.24
H 0.830 -1.222 1.610 -0.08 -5.77 9.17
H 3.262 -0.866 0.396 -1.91 1.69 1.01
H 2.489 -0.635 -0.962 -1.80 0.93 1.54
N 0.680 0.668 1.162 -3.81 -2.83 -0.45
O -2.590 -1.383 -1.654 -0.82 -0.43 -7.45
O 2.075 2.268 0.155 -1.30 -6.05 0.80
O -0.046 -1.221 -0.114 -1.71 -0.52 -1.74

Electronic energy for every record listed, in sequence, given in eV: -181437.4924 -108340.8133 -12065.9453 -15494.1728 -144344.2816 -13993.3387.
ΔE to the lowest compared entry with this formula, charge and spin for every record listed, in sequence, given in kJ/mol: 10.6 77.8 137.0 0.0 117.6 701.4.